ORCA calculation (ωB97M-V/def2-TZVPD) on a molecular structure, C20H56B4Cs2O10S5.

E (eV): -100089.308
Orbital gap (eV): 5.3

ORCA input file:
```
! RIJCOSX wB97M-V def2-TZVPD def2/J DEFGRID3
* xyz -2 1
Cs -13.61214 -11.39767 8.22292
Cs -13.07034 -13.87007 4.91031
B -13.83363 -10.62230 5.12808
H -12.76907 -10.65677 5.30064
H -14.29948 -11.39618 5.71828
H -14.10742 -9.65161 5.51156
H -14.09577 -10.73661 4.08767
B -13.71788 -14.57883 8.36479
H -12.94252 -14.04383 8.89093
H -13.86877 -14.09016 7.41470
H -13.41138 -15.59118 8.15161
H -14.60508 -14.49707 8.97343
B -16.67850 -10.92117 8.42047
H -17.74394 -10.90348 8.59008
H -16.54847 -11.41028 7.46752
H -16.27750 -9.92028 8.46119
H -16.26349 -11.52591 9.21186
B -16.38325 -14.00456 4.74613
H -15.55978 -13.35166 4.99077
H -16.50468 -13.98651 3.67414
H -16.14004 -15.01041 5.05167
H -17.27047 -13.71772 5.28909
C -7.91753 -9.40687 5.71807
C -8.93811 -8.61204 4.84793
C -10.26025 -9.43686 4.72755
S -9.98985 -11.15346 5.40486
O -10.37823 -12.17344 4.47072
O -10.51973 -11.16165 6.78330
C -8.18070 -10.93405 5.44290
H -8.11325 -9.23220 6.77603
H -6.86591 -9.24419 5.48200
H -8.51977 -8.48766 3.84912
H -9.16456 -7.59044 5.15314
H -10.51641 -9.58224 3.67810
H -11.19169 -8.97524 5.05528
H -7.79523 -11.27530 4.48214
H -7.69902 -11.60608 6.15315
C -7.44776 -15.99303 9.10551
C -8.09458 -14.65442 9.50487
C -9.47034 -14.40188 8.71231
S -8.98035 -15.04674 7.01505
O -8.53825 -13.93960 6.15134
O -10.03634 -16.06089 6.64705
C -7.50052 -16.00556 7.55657
H -7.93057 -16.85522 9.56553
H -6.38870 -16.05371 9.35612
H -7.50881 -13.75779 9.30232
H -8.17315 -14.69090 10.59143
H -9.95435 -13.42825 8.63572
H -10.12162 -15.05784 9.28994
H -6.64116 -15.48903 7.12904
H -7.58160 -16.93645 6.99535
C -13.97765 -19.63167 6.58630
C -13.43341 -18.26138 6.31773
C -14.54395 -17.26188 5.84643
S -16.13632 -18.03930 6.34592
O -16.76127 -18.54588 5.15636
O -16.86276 -17.10193 7.21749
C -15.35321 -19.41486 7.30836
H -13.25098 -20.27593 7.08124
H -14.07222 -20.21214 5.66857
H -12.69912 -18.26939 5.51222
H -12.94255 -17.88631 7.21578
H -14.62761 -16.88874 4.82571
H -14.55311 -16.32757 6.40775
H -16.00832 -20.28466 7.35698
H -15.05854 -19.16148 8.32673
C -16.22984 -18.63586 2.11464
C -16.66514 -17.20373 2.18485
C -15.55977 -16.27509 1.66014
S -13.94111 -17.20662 1.70760
O -13.02331 -16.66409 2.72276
O -13.40780 -17.27472 0.33132
C -14.72877 -18.83216 2.25758
H -16.56745 -18.90829 1.11469
H -16.65538 -19.38248 2.78513
H -16.92528 -16.92931 3.20716
H -17.62041 -17.19346 1.66002
H -15.43634 -15.31351 2.15838
H -15.64580 -16.22381 0.57476
H -14.47077 -18.98750 3.30515
H -14.17446 -19.64372 1.78619
C -11.74531 -10.83115 -0.47001
C -10.83810 -10.19151 0.63644
C -9.89801 -11.38712 1.18777
S -9.65336 -12.45353 -0.35523
O -10.31133 -13.72719 -0.11549
O -8.32205 -12.46133 -0.90979
C -10.83610 -11.47349 -1.46669
H -12.29697 -10.03622 -0.97187
H -12.44842 -11.51997 -0.00176
H -11.43246 -9.78752 1.45597
H -10.21829 -9.39274 0.22913
H -10.43294 -12.03872 1.87870
H -8.93556 -11.12185 1.62527
H -11.21735 -12.10309 -2.27065
H -10.24308 -10.69301 -1.94343
*
```

=====

ORCA calculation (ωB97M-V/def2-TZVPD) on 7 unconnected molecules or ions with the total composition C20H56N6O9.

E (eV): -49012.591
Orbital gap (eV): 9.0
Energy relative to the best compared isomer or geometry (same formula, charge and spin) (kcal per mole): 109.4
SMILES: COCCNCCOC.COCCNCCOC.NC(N)=O.NC(N)=O.CCO.CCO.CCO

ORCA input file:
```
! RIJCOSX wB97M-V def2-TZVPD def2/J DEFGRID3
* xyz 0 1
C 1.48970 1.48106 -4.59903
O 0.82157 2.63462 -4.14602
C -0.00360 2.56057 -3.02349
C -1.18199 3.55968 -3.07102
N -0.70985 4.95815 -2.73063
C -0.06223 5.70347 -3.74711
C -0.06500 7.21411 -3.41546
O 0.96070 7.85340 -4.13593
C 0.66229 9.16705 -4.51709
H 0.85101 0.76848 -5.12096
H 2.08674 0.96711 -3.84571
H 2.23166 1.78939 -5.33560
H 0.59725 2.71970 -2.12808
H -0.39091 1.54198 -3.04756
H -1.92017 3.34162 -2.29924
H -1.69164 3.55809 -4.03453
H -1.51808 5.48577 -2.43315
H -0.48545 5.48041 -4.72650
H 0.94857 5.29559 -3.74190
H 0.24901 7.30996 -2.37608
H -1.05988 7.65827 -3.44774
H 1.44461 9.53021 -5.18356
H 0.61426 9.85129 -3.66997
H -0.29776 9.14382 -5.03272
C 2.47664 -4.32160 0.32337
O 1.25320 -4.90703 0.63204
C 0.17946 -4.02802 0.91308
C -1.10075 -4.67313 1.47712
N -0.89913 -5.19820 2.80964
C -2.13434 -5.84182 3.39848
C -2.53431 -7.13127 2.74110
O -1.43192 -7.98663 2.64501
C -0.92336 -8.58290 3.83131
H 2.45698 -3.64233 -0.52886
H 3.24632 -5.01963 -0.00595
H 2.95363 -3.77194 1.13482
H -0.08853 -3.58365 -0.04547
H 0.55915 -3.29243 1.62219
H -1.47711 -5.45308 0.81521
H -1.83369 -3.87754 1.61111
H -0.19503 -5.91073 2.68056
H -2.98429 -5.16617 3.30262
H -2.01139 -5.85759 4.48140
H -2.91471 -6.83090 1.76479
H -3.40980 -7.47840 3.28984
H -0.04003 -9.16453 3.56759
H -1.67000 -9.17676 4.35851
H -0.62528 -7.80218 4.53111
N -2.18307 -0.22221 2.85869
C -3.30977 -0.57191 2.28565
N -3.74457 -1.66472 2.80467
O -3.98574 0.09012 1.56413
H -1.60159 0.49285 2.44556
H -1.76390 -0.88665 3.49345
H -3.19500 -2.21836 3.44619
H -4.62124 -2.00404 2.43532
N -3.01721 -0.27215 -1.23443
C -2.90881 -0.80984 -2.43046
N -4.06119 -1.29352 -2.79719
O -1.90955 -0.78726 -3.15657
H -3.83249 -0.42282 -0.65762
H -2.21454 0.15604 -0.79570
H -3.98296 -1.86871 -3.62371
H -4.88464 -1.24310 -2.21453
C 0.29651 -0.50810 0.07595
C -0.02939 0.96565 0.13988
O -0.33347 1.24090 1.47233
H -0.40112 -1.08478 0.68328
H 1.24117 -0.85726 0.49287
H 0.18537 -0.98965 -0.89557
H -0.88728 1.03892 -0.52853
H 0.71387 1.72623 -0.09921
H 0.12600 2.01041 1.81632
C 1.98840 1.93047 4.16258
C 2.22909 2.88972 3.02507
O 0.99278 3.36746 2.62410
H 1.62447 2.43556 5.05730
H 2.94756 1.50590 4.45900
H 1.23814 1.18962 3.88627
H 2.53755 2.25469 2.19459
H 2.87565 3.74187 3.23460
H 1.08674 3.88328 1.81992
C 3.98455 0.10305 -0.40624
C 5.12466 0.67189 0.47334
O 5.13130 2.08748 0.28429
H 4.19862 0.14817 -1.47405
H 3.09847 0.71558 -0.23966
H 3.84221 -0.96414 -0.23607
H 6.12831 0.29150 0.28332
H 4.79310 0.53473 1.50259
H 6.06050 2.32171 0.22678
*
```

=====

ORCA calculation (ωB97M-V/def2-TZVPD) on 8 unconnected molecules or ions with the total composition C20H56O8.

E (eV): -38024.784
Orbital gap (eV): 10.3
Energy relative to the best compared isomer or geometry (same formula, charge and spin) (kcal per mole): 56.1
SMILES: CC(C)O.CC(C)O.CC(C)O.CC(C)O.CC(C)O.CC(C)O.CO.CO

ORCA input file:
```
! RIJCOSX wB97M-V def2-TZVPD def2/J DEFGRID3
* xyz 0 1
C 2.15526 -1.50948 -3.31823
C 2.99666 -1.82302 -4.53310
C 2.62860 -1.04563 -5.82118
O 4.25696 -1.27447 -4.22076
H 1.10856 -1.70557 -3.55078
H 2.22498 -0.45265 -3.06064
H 2.41680 -2.10710 -2.44500
H 3.01751 -2.86413 -4.85523
H 2.73763 0.03421 -5.72047
H 1.62226 -1.27695 -6.17028
H 3.17856 -1.36290 -6.70718
H 4.81287 -1.56117 -4.94902
C -2.66398 -0.56040 7.89377
C -4.05129 -0.06205 8.19988
C -4.31107 1.11109 7.25564
O -5.08090 -1.02068 7.99005
H -1.97213 0.25341 8.11087
H -2.53335 -1.05103 6.92925
H -2.57317 -1.33721 8.65301
H -4.13496 0.29967 9.22469
H -5.31703 1.51516 7.36907
H -4.07354 0.82523 6.23096
H -3.60495 1.93557 7.35425
H -5.00452 -1.65122 8.70989
C 3.53861 3.24600 4.77685
C 2.17483 2.63793 4.67631
C 1.10162 3.59141 4.07141
O 2.33858 1.53455 3.81866
H 4.20378 2.54234 5.27736
H 3.57636 4.08298 5.47409
H 4.08429 3.49612 3.86704
H 1.82744 2.26296 5.63902
H 1.08465 4.57399 4.54292
H 0.14809 3.06523 4.11626
H 1.25039 3.82119 3.01633
H 2.86796 0.80788 4.15526
C -0.74733 -5.96720 -5.28275
C -1.95380 -6.21597 -4.42113
C -2.02214 -5.24867 -3.20731
O -3.10498 -5.97637 -5.18239
H -0.68295 -6.68188 -6.10323
H 0.15830 -6.13807 -4.70073
H -0.62975 -4.94623 -5.64592
H -1.93886 -7.25983 -4.10770
H -2.25590 -4.22551 -3.50161
H -1.00819 -5.25365 -2.80733
H -2.74240 -5.61277 -2.47468
H -3.81940 -6.50990 -4.82666
C 4.43668 3.97865 -2.97114
C 4.96755 4.91155 -1.86285
C 3.88855 5.23165 -0.79575
O 6.03356 4.24730 -1.16869
H 3.55800 4.42240 -3.43923
H 4.19130 3.04446 -2.46598
H 5.21712 3.79029 -3.70838
H 5.29793 5.87430 -2.25283
H 4.19450 5.79635 0.08492
H 3.53660 4.29112 -0.37190
H 3.05928 5.84511 -1.14798
H 6.03823 3.34135 -1.48623
C -1.91216 2.63066 -4.76658
C -3.11394 3.07816 -3.92101
C -4.19300 3.77824 -4.73499
O -3.62233 1.95520 -3.21860
H -1.55348 3.36745 -5.48531
H -2.14684 1.72852 -5.33153
H -1.13921 2.25861 -4.09408
H -2.81570 3.75518 -3.12052
H -4.71176 2.98970 -5.28015
H -3.78308 4.40262 -5.52884
H -4.84855 4.41958 -4.14590
H -2.92523 1.63668 -2.64051
C -0.91684 -6.05830 4.37770
O -1.68218 -5.51610 5.46821
H -1.49447 -6.01397 3.45440
H -0.08826 -5.36132 4.25205
H -0.75036 -7.12354 4.53783
H -2.49818 -5.17173 5.09785
C -1.14152 -1.04368 1.18114
O -0.69452 0.22659 0.67787
H -1.55952 -1.06153 2.18765
H -1.77297 -1.44616 0.38907
H -0.30258 -1.73852 1.21949
H -0.03757 0.59791 1.27127
*
```

=====

ORCA calculation (ωB97M-V/def2-TZVPD) on 7 unconnected molecules or ions with the total composition C20H57ClN5O10.

E (eV): -62103.480
Orbital gap (eV): 8.9
Energy relative to the best compared isomer or geometry (same formula, charge and spin) (kcal per mole): 45.5

ORCA input file:
```
! RIJCOSX wB97M-V def2-TZVPD def2/J DEFGRID3
* xyz -1 1
Cl 29.11796 0.97167 11.35792
O 29.07737 1.26511 9.98924
O 30.44609 1.04397 11.88512
O 28.20791 1.70264 12.11176
O 28.78936 -0.39189 11.44086
O 27.73317 3.60213 14.63960
H 27.62709 3.07336 13.84879
H 27.53584 4.49576 14.35904
C 29.11953 -5.08608 13.31537
C 29.35891 -3.71127 12.70117
C 30.79258 -3.15454 12.83006
O 31.22249 -3.08926 14.18692
C 30.76655 -1.96539 14.89920
N 28.92659 -3.71749 11.27376
H 29.72001 -5.80542 12.75853
H 28.09311 -5.44639 13.24656
H 29.45247 -5.18549 14.34851
H 28.57999 -3.09071 13.14422
H 30.95422 -2.21144 12.30800
H 31.46118 -3.85559 12.33045
H 29.85562 -2.11600 15.47854
H 30.59187 -1.17067 14.17395
H 31.52754 -1.61488 15.59643
H 28.17823 -4.34869 11.02549
H 28.76685 -2.75284 11.02069
C 34.50118 0.54098 15.66605
C 33.51838 1.53839 15.05154
C 34.11907 2.10615 13.74099
O 35.17350 3.05878 13.95264
C 35.56625 3.67363 12.72093
N 32.21257 0.98278 14.85960
H 34.10885 0.13416 16.59807
H 35.49485 0.96583 15.80826
H 34.58695 -0.24489 14.91560
H 33.51329 2.40295 15.71532
H 33.39085 2.67294 13.16088
H 34.33151 1.26856 13.07661
H 35.68064 2.89859 11.96308
H 36.49858 4.20890 12.90079
H 34.84607 4.39158 12.32852
H 31.72937 1.49832 14.13792
H 32.16826 0.03798 14.50534
C 24.71623 2.68815 11.06442
C 23.93496 2.28833 9.82781
C 22.85743 3.19133 9.30076
O 21.76798 3.13554 10.21312
C 20.67751 3.94827 9.68916
N 24.91831 1.85739 8.82713
H 24.03611 2.91169 11.88636
H 25.26301 3.62312 10.94212
H 25.43724 1.90709 11.30562
H 23.42859 1.33504 9.97924
H 22.53062 2.89222 8.30485
H 23.21914 4.20160 9.10941
H 19.85473 3.90333 10.40268
H 20.32341 3.40725 8.81166
H 21.04347 4.95238 9.47480
H 25.70887 1.33891 9.18251
H 25.34627 2.71553 8.51004
C 34.72494 5.07787 8.82998
C 35.08737 3.74158 8.14009
C 33.93680 2.75126 8.25923
O 33.69110 2.52648 9.66867
C 33.11297 1.22815 9.89640
N 35.43728 4.02108 6.71335
H 35.61322 5.70762 8.78006
H 34.43697 4.89292 9.86486
H 33.82975 5.56892 8.44840
H 36.01628 3.48518 8.64950
H 34.16888 1.85059 7.69086
H 33.06062 3.22199 7.81333
H 32.20092 1.22107 9.29956
H 32.85091 1.11715 10.94860
H 33.83201 0.42197 9.75093
H 34.69655 3.91839 6.03448
H 35.74743 4.97128 6.56837
C 29.88882 6.23888 10.55513
C 31.34538 5.61819 10.55317
C 31.49229 4.77398 11.89793
O 31.21707 5.58604 13.09646
C 31.29356 4.79145 14.29234
N 31.29448 4.77231 9.43133
H 29.67168 6.54673 9.53230
H 29.92419 7.05649 11.27510
H 29.12734 5.49306 10.78316
H 32.16534 6.32558 10.42918
H 32.50517 4.37208 11.87239
H 30.72887 3.99844 11.83610
H 30.68730 3.88736 14.23601
H 31.02509 5.40882 15.14959
H 32.30713 4.40705 14.40641
H 30.51365 4.14857 9.57746
H 32.13190 4.20887 9.46829
*
```

=====

ORCA calculation (ωB97M-V/def2-TZVPD) on 11 unconnected molecules or ions with the total composition C20H57F3N17O14S.

E (eV): -94658.206
Orbital gap (eV): 8.4
Energy relative to the best compared isomer or geometry (same formula, charge and spin) (kcal per mole): 27.8

ORCA input file:
```
! RIJCOSX wB97M-V def2-TZVPD def2/J DEFGRID3
* xyz -1 1
C 0.80760 18.59757 25.68021
F 1.26735 19.53997 24.84748
F 0.00990 19.14429 26.58563
F 0.07675 17.74383 24.95349
S 2.19363 17.68053 26.50194
O 2.98176 18.72270 27.15262
O 1.49722 16.73497 27.35479
O 2.96245 17.00914 25.46095
C -3.62858 18.60204 26.91130
C -3.80517 17.07970 26.86747
O -3.41839 16.44683 28.11950
O -4.59205 19.18519 27.77858
H -3.69996 18.96974 25.88533
H -2.61579 18.68553 27.31597
H -3.03246 16.74517 26.16547
H -4.83510 16.82754 26.61240
H -4.14261 15.81385 28.11253
H -4.10966 19.85827 28.26721
C -0.52213 14.81415 29.64485
O -1.38956 14.66379 30.50714
N 0.68835 14.18499 29.72646
N -0.63108 15.64999 28.59134
H 1.50119 14.48583 29.21762
H 0.88392 13.75018 30.61183
H -1.47994 16.18028 28.45081
H 0.16647 16.13995 28.16440
C 0.99430 14.60732 22.76565
O 0.45040 15.53659 22.18527
N 1.87793 14.69387 23.80029
N 0.86718 13.32924 22.27307
H 2.06442 15.60804 24.18805
H 2.31401 13.91493 24.25091
H 0.35139 13.28996 21.41332
H 1.02409 12.53682 22.86494
C 3.44439 17.76291 21.99790
O 4.56177 17.44129 22.38127
N 3.10808 17.99421 20.68529
N 2.37439 17.97755 22.81713
H 3.77109 17.70828 19.99186
H 2.38832 18.67697 20.48036
H 2.43876 18.04375 23.82155
H 1.47521 18.10216 22.38875
C 6.28083 19.12595 29.68800
O 5.97833 20.15813 30.27162
N 5.45213 18.36703 28.91686
N 7.47595 18.43725 29.85433
H 5.86488 17.76434 28.20801
H 4.56646 18.78177 28.67323
H 7.29128 17.45373 29.76444
H 8.27861 18.80400 30.32253
C 1.35648 18.13901 30.97913
O 0.36151 18.69871 30.54527
N 2.43442 17.82327 30.18816
N 1.62198 17.87648 32.30477
H 2.35776 17.87139 29.18551
H 3.00472 17.07087 30.53439
H 2.55012 17.62429 32.57634
H 1.00134 18.34780 32.93971
C 6.91486 17.05994 26.05961
O 6.98542 16.65182 27.21807
N 5.76754 17.53131 25.48337
N 7.85894 16.63727 25.14168
H 5.84818 18.07620 24.64034
H 4.81757 17.26539 25.71860
H 8.03956 17.13014 24.28966
H 8.28885 15.77276 25.40779
C 0.73378 21.32819 21.10082
O 1.05035 20.21152 20.71117
N 0.89651 22.46400 20.37637
N -0.06059 21.52858 22.21259
H 0.48561 23.33815 20.63100
H 1.36199 22.33176 19.49576
H -0.23337 20.74580 22.81283
H -0.16166 22.48217 22.50249
C 0.59366 22.10049 28.46108
O 0.31609 23.18312 27.94139
N 1.66942 21.38792 27.99649
N -0.02536 21.59060 29.55255
H 1.89433 20.43273 28.21424
H 2.09476 21.83168 27.20260
H 0.17176 20.61476 29.72461
H -0.69122 22.11718 30.07851
C 7.65135 20.41366 25.25339
C 6.38923 21.28870 25.37053
C 6.89296 22.70920 25.63464
C 5.78391 23.77297 25.59884
C 5.16673 23.73603 24.17585
C 4.54114 22.34861 24.00763
N 5.52468 21.30206 24.18348
O 5.01663 20.03480 23.85446
C 3.23365 22.21074 24.80458
C 4.19234 22.35686 22.47204
C 5.62491 20.88674 26.67341
H 8.49377 21.08693 25.08549
H 7.64867 19.64401 24.48073
H 7.93318 19.87561 26.16140
H 7.23909 22.79916 26.66845
H 7.67237 23.08390 24.96884
H 6.28728 24.72680 25.80236
H 5.02132 23.78005 26.38037
H 6.04224 23.86143 23.53583
H 4.48939 24.58071 24.06527
H 2.39047 22.01856 24.14246
H 3.20495 21.34769 25.47651
H 3.10435 23.07254 25.46045
H 5.11885 22.32300 21.89522
H 3.53573 21.54080 22.18306
H 3.85946 23.37718 22.26754
H 6.38810 20.76489 27.43995
H 5.20190 19.89024 26.52686
H 4.81277 21.53432 26.99333
H 4.40539 19.81524 24.58182
*
```

=====

The records above yield lowest unoccupied orbital energy values of 2.97; 0.55; 0.27; 2.56; 2.16 eV, respectively.